(1)
{
  "formula": "C28H45N6O2PRhS2",
  "method": "the ωB97M-V functional and the def2-TZVPD basis",
  "total_energy_ha": -2820.3359,
  "homo_energy_ev": [-16.163, -16.166],
  "gap_ev": [4.80, 4.83],
  "total_charge": 3,
  "fmax_ev_per_a": 3.691,
  "symbols": ["N", "H", "O", "H", "C", "N", "H", "C", "C", "H", "S", "H", "H", "C", "H", "H", "C", "H", "P", "H", "H", "C", "H", "H", "O", "H", "H", "C", "H", "H", "H", "H", "S", "H", "H", "C", "C", "H", "H", "H", "H", "C", "H", "H", "H", "C", "H", "H", "H", "N", "C", "C", "C", "H", "Rh", "H", "H", "N", "C", "H", "H", "C", "C", "C", "H", "C", "C", "H", "H", "C", "C", "N", "C", "C", "C", "C", "H", "N", "H", "C", "C", "H", "H", "H", "H"],
  "coordinates": [[-2.603, 1.742, 1.134], [-1.109, -2.846, -3.448], [-2.717, -1.021, -2.944], [1.492, -5.007, 6.460], [4.624, 1.380, -1.233], [1.387, -1.199, 1.654], [-5.934, -3.534, -4.279], [6.471, -0.089, -0.752], [2.761, -0.801, 1.894], [0.727, -5.648, 4.201], [1.337, -0.837, -2.251], [7.361, 3.147, -0.341], [-1.817, 3.372, -3.219], [0.528, 3.452, 1.127], [-2.203, 5.155, 0.129], [2.863, 0.284, 1.769], [0.654, -3.636, 3.486], [1.866, -2.625, 7.005], [-1.598, 2.356, -0.051], [-0.567, 5.450, -0.488], [3.600, 1.522, -1.549], [1.930, -1.185, -0.700], [-3.141, -0.186, 1.725], [6.892, -1.080, -0.691], [-0.618, 1.309, -0.463], [5.018, 3.472, -1.041], [3.671, -2.594, 1.090], [-1.145, 5.048, 0.347], [-1.462, 1.697, -2.736], [-2.859, 1.848, 3.194], [0.671, 4.037, 2.038], [-3.755, 4.500, -1.685], [-0.561, -2.025, 0.071], [4.856, -2.015, -1.466], [-2.120, -3.511, -4.752], [-5.313, -1.204, -3.604], [0.889, -4.609, 4.441], [3.790, -0.977, -2.430], [-2.334, -4.081, -3.090], [8.298, 0.865, -0.184], [0.656, 2.395, 1.352], [-3.097, -2.113, -3.458], [-0.909, 5.649, 1.227], [1.451, -0.892, 5.317], [4.696, -1.140, 1.020], [-2.108, -3.212, -3.705], [-2.545, 3.396, 2.393], [-4.146, 2.613, 2.260], [-4.645, 2.980, -1.543], [-4.363, -2.279, -3.790], [-3.066, 2.446, 2.304], [1.316, -4.249, 5.713], [1.528, -2.908, 6.021], [-3.109, 2.163, -3.247], [-1.024, -0.522, -1.735], [-3.963, 3.730, -0.092], [3.022, -1.068, 2.920], [3.228, -1.243, -0.446], [0.836, -2.287, 3.802], [-4.377, -4.358, -4.151], [-6.196, -1.576, -3.084], [-4.868, -3.445, -4.477], [4.263, -1.096, -1.453], [3.675, -1.513, 0.909], [1.286, 3.759, 0.403], [5.148, 0.090, -1.142], [5.421, 2.476, -0.952], [-0.521, -1.389, 2.418], [0.538, -0.234, 3.271], [1.295, -1.932, 5.067], [0.984, -1.418, 0.408], [-2.568, 2.805, -1.337], [-3.265, 0.484, 0.871], [0.491, -1.218, 2.793], [-2.222, 2.496, -2.705], [-3.795, 3.547, -1.151], [-2.833, 0.019, -0.030], [-0.816, 3.665, 0.629], [-4.738, -3.338, -5.556], [6.743, 2.293, -0.567], [7.268, 1.009, -0.470], [-4.338, 0.624, 0.711], [-5.620, -0.808, -4.572], [-4.857, -0.410, -3.020], [0.309, -3.920, 2.503]]
}

***

(2)
{
  "formula": "C28H46BrClFN5O2P",
  "method": "the ωB97M-V functional and the def2-TZVPD basis",
  "total_energy_ha": -4993.7547,
  "smiles": "CCCCCCCC[C@@]1(Br)[NH2+][C@@](F)(Cl)[C@@](CCCCn2cccc2)([PH2]=N)N(CC)[C@@]1(COO)c1ccncc1",
  "homo_energy_ev": -10.075,
  "gap_ev": 6.99,
  "total_charge": 1,
  "fmax_ev_per_a": 0.837,
  "symbols": ["O", "C", "C", "C", "P", "H", "H", "N", "H", "H", "H", "C", "H", "H", "H", "H", "H", "C", "H", "F", "H", "H", "H", "C", "H", "C", "H", "H", "C", "H", "H", "N", "H", "O", "C", "H", "H", "H", "H", "C", "C", "H", "N", "N", "H", "C", "C", "H", "H", "C", "H", "H", "H", "H", "C", "C", "H", "H", "C", "H", "C", "H", "C", "C", "C", "H", "C", "Br", "H", "H", "H", "C", "C", "H", "H", "H", "C", "C", "H", "H", "N", "H", "C", "Cl", "C"],
  "coordinates": [[0.776, 3.814, -0.380], [0.508, 1.394, -0.060], [1.005, 0.088, -0.804], [-5.085, -0.107, -0.631], [-2.770, 0.272, 2.051], [5.398, -4.377, 1.510], [-2.249, 4.495, 0.395], [-0.942, 1.323, 0.228], [-6.735, 0.409, 0.683], [4.901, 1.027, -0.795], [-4.814, 1.031, 2.091], [-7.607, -2.510, -0.440], [-1.800, 0.517, 3.027], [-3.168, -1.046, 2.333], [5.500, -1.978, 1.060], [7.579, -1.032, -0.956], [-2.544, 3.356, 1.710], [0.875, 2.562, -1.026], [4.410, 2.570, 2.347], [-1.327, -2.255, 0.766], [3.008, 1.345, -2.394], [5.877, -1.268, -2.446], [6.640, 0.021, 0.079], [-0.688, -1.058, 0.857], [-0.400, 1.907, 2.494], [6.634, -3.473, -0.031], [-3.963, -1.736, 0.340], [-2.604, 0.373, -1.411], [-8.177, -0.603, -1.417], [1.914, 2.429, -1.311], [1.993, 5.191, -0.018], [2.716, 2.555, 3.521], [-5.427, -0.113, -1.670], [2.019, 4.489, -0.685], [6.614, -0.938, -0.449], [3.285, 1.950, 0.291], [-1.579, 2.848, -1.113], [-9.065, -3.758, -1.439], [6.615, -3.404, -1.122], [3.341, 2.381, 2.363], [6.481, -2.065, 0.576], [2.987, -0.053, 0.020], [-3.868, 1.368, 1.966], [-7.324, -1.174, -0.517], [3.228, -0.317, -2.956], [-8.626, -2.785, -1.288], [-1.657, 0.071, 0.512], [-2.829, 2.075, -0.200], [0.888, 2.567, 4.471], [-2.510, -0.457, -0.711], [7.236, -1.918, 1.350], [-9.774, -1.417, -2.645], [0.104, -1.789, -0.898], [5.837, -5.484, 0.222], [2.497, -0.223, -0.940], [1.325, 1.740, 1.217], [0.245, 2.565, -1.908], [4.603, -4.264, -0.076], [-1.865, 3.603, 0.896], [-4.004, -1.778, -1.382], [-6.300, -0.485, 0.229], [2.534, -1.312, -1.078], [1.400, 2.380, 3.532], [4.815, 0.426, -1.709], [3.333, 0.350, -2.097], [-7.063, -3.159, 0.232], [0.674, 1.986, 2.416], [0.248, 0.032, -2.635], [5.344, 0.985, -2.483], [4.722, -1.681, -1.183], [-0.887, 3.858, 1.295], [-3.899, -1.088, -0.539], [-8.995, -1.565, -1.916], [7.611, -3.876, 0.245], [-1.901, -1.193, -1.235], [-8.141, 0.458, -1.621], [-1.813, 2.461, -0.120], [2.694, 1.993, 1.196], [-4.771, 0.910, -0.405], [1.196, -1.668, 0.328], [0.435, -1.173, -0.147], [-6.014, -1.145, 1.054], [5.471, -0.941, -1.485], [0.113, -1.064, 2.434], [5.554, -4.451, 0.430]]
}

***

(3)
{
  "formula": "C28H46BrN3P2PbS",
  "method": "the ωB97M-V functional and the def2-TZVPD basis",
  "total_energy_ha": -5105.8857,
  "de_lowest_kj_mol": 72.0,
  "homo_energy_ev": -11.931,
  "gap_ev": 4.20,
  "total_charge": 2,
  "fmax_ev_per_a": 3.465,
  "symbols": ["C", "H", "C", "C", "H", "C", "C", "C", "H", "H", "H", "H", "H", "Pb", "H", "S", "C", "C", "H", "H", "H", "H", "N", "C", "C", "C", "Br", "C", "H", "H", "H", "H", "C", "C", "N", "H", "H", "H", "C", "H", "H", "H", "H", "C", "H", "N", "H", "H", "H", "H", "H", "C", "C", "H", "C", "H", "H", "P", "C", "H", "H", "H", "C", "H", "C", "H", "H", "C", "C", "C", "C", "H", "H", "H", "H", "C", "H", "H", "P", "H", "H", "C"],
  "coordinates": [[5.015, 0.211, -5.197], [3.870, 2.708, 3.123], [0.155, 1.887, -1.679], [1.351, 1.183, -2.028], [-0.274, -5.796, -0.160], [-3.289, -1.714, -1.849], [-0.327, 1.933, -0.406], [2.968, 0.536, -3.805], [1.349, -0.258, 3.017], [1.967, -0.249, 0.999], [-0.566, 4.264, 1.009], [-2.599, -2.415, -1.359], [0.243, -0.282, 5.414], [0.902, -0.409, -4.067], [-0.376, -0.171, 3.172], [1.711, -3.684, -0.617], [3.262, 2.146, 2.407], [-3.842, -1.340, 1.107], [-2.878, -1.863, 1.029], [-0.158, 4.991, 2.567], [-4.631, -1.735, -3.576], [-1.217, 2.549, -0.245], [0.119, -5.465, 0.712], [0.210, 1.069, 0.688], [-0.418, -5.781, 2.027], [1.987, 0.443, -0.998], [-0.893, -0.656, 0.719], [0.543, 0.389, 3.381], [-3.800, 1.185, -1.654], [3.822, 2.091, 1.465], [2.917, -0.102, -1.218], [4.918, -0.871, -5.052], [1.932, 1.415, -3.335], [-0.926, 2.951, 2.741], [6.290, 2.058, -6.060], [-1.853, 4.805, 2.106], [1.755, 0.630, 5.158], [-1.458, -5.460, 2.105], [1.948, 2.876, 2.146], [-1.843, 2.400, 2.494], [-0.369, -6.853, 2.204], [-6.107, 1.379, -0.432], [1.906, 3.232, 1.096], [1.103, -4.509, 0.720], [-0.926, 3.067, 3.836], [1.381, -4.301, 2.042], [2.089, -3.640, 2.338], [5.551, 3.979, -5.735], [1.049, -5.653, 3.632], [6.871, 0.067, -6.298], [3.596, 3.238, -4.432], [4.036, 1.077, -4.683], [0.692, 0.574, 4.886], [-2.696, -0.940, -2.359], [-4.784, -2.241, 1.893], [-5.015, -2.968, -2.346], [3.310, -0.290, -3.161], [0.452, 1.858, 2.365], [4.240, 2.471, -4.869], [-0.071, -4.279, 3.566], [-3.668, -0.416, 1.682], [0.192, 1.482, 5.231], [5.376, 2.903, -5.574], [-4.870, -3.225, 1.415], [-3.979, 0.902, -0.606], [-4.378, -2.400, 2.900], [-5.202, 1.651, 1.076], [-5.146, 1.721, -0.020], [1.487, 0.404, 0.276], [-4.196, -2.445, -2.862], [6.112, 0.742, -5.879], [-0.319, 2.472, -2.479], [-3.638, -3.187, -3.445], [-3.052, 1.056, -0.034], [1.842, 3.765, 2.790], [0.493, -4.994, 2.961], [3.133, 1.136, 2.814], [-5.774, -1.793, 1.975], [-4.351, -0.896, -0.602], [-5.027, 2.785, -0.272], [1.638, 2.276, -3.950], [-0.867, 4.325, 2.062]]
}

***

(4)
{
  "formula": "C28H46Cl2NOPRu",
  "method": "the ωB97M-V functional and the def2-TZVPD basis",
  "total_energy_ha": -2580.9474,
  "s2": 8.812,
  "homo_energy_ev": [-1.263, -3.172],
  "gap_ev": [3.67, 3.82],
  "multiplicity": 6,
  "total_charge": -1,
  "fmax_ev_per_a": 5.687,
  "symbols": ["C", "H", "H", "H", "H", "H", "H", "Cl", "H", "C", "C", "H", "H", "C", "H", "H", "C", "H", "H", "C", "C", "C", "C", "C", "H", "H", "H", "C", "H", "H", "H", "H", "C", "C", "H", "H", "C", "C", "H", "H", "H", "H", "H", "H", "C", "Cl", "N", "H", "C", "C", "H", "O", "H", "C", "H", "H", "H", "C", "H", "H", "C", "H", "C", "H", "H", "H", "C", "H", "C", "C", "C", "H", "C", "C", "H", "H", "P", "Ru", "H", "H"],
  "coordinates": [[-1.210, 4.900, -0.111], [3.529, -1.245, -1.894], [2.691, 0.074, -5.524], [2.370, -6.747, 1.388], [1.222, 1.605, -4.199], [2.271, 5.037, 0.093], [1.452, 5.342, -1.436], [-1.764, 0.376, 2.512], [1.299, -1.199, -0.894], [-0.323, -4.664, 1.382], [-1.262, 3.383, -0.365], [3.449, 0.665, -4.052], [-1.319, -1.359, -2.973], [-0.712, -0.073, 7.874], [-1.540, 5.416, -1.025], [0.312, 5.269, 1.371], [0.167, 5.443, 0.295], [-5.143, -1.296, -3.351], [-0.215, -0.177, 8.841], [-4.099, -0.958, -3.365], [1.314, 0.544, -3.929], [-3.321, -1.636, -2.228], [1.379, -1.112, -1.991], [-4.048, 0.572, -3.301], [2.350, -2.120, -4.570], [-4.656, 0.908, -2.452], [4.015, -1.669, -4.218], [2.969, -1.429, -3.982], [3.566, -4.571, 1.644], [2.057, 3.022, -1.403], [-3.266, -2.718, -2.405], [2.218, -0.871, 6.763], [-0.385, -2.176, 1.781], [-1.898, -1.077, -2.078], [2.735, -2.771, -2.293], [2.098, 0.910, -1.956], [2.662, 0.003, -4.433], [1.235, 0.377, -2.409], [1.768, -0.093, 8.312], [-2.489, 0.691, -1.015], [-2.704, 2.229, -2.944], [-2.039, 1.004, -4.039], [-1.073, 0.081, 5.263], [2.239, -2.449, 1.814], [2.715, -1.688, -2.485], [1.638, 0.177, 1.494], [0.313, 0.050, 6.849], [-0.255, 3.368, -2.328], [-0.129, 2.926, -1.318], [2.481, -4.599, 1.585], [2.241, 0.909, 6.895], [0.918, 0.114, 4.685], [-4.495, 1.008, -4.199], [1.807, -5.814, 1.423], [-1.394, -2.221, 1.326], [-1.340, -0.954, 7.694], [1.393, 2.753, 0.213], [1.351, 4.832, -0.467], [0.175, 6.532, 0.145], [0.565, -1.697, -2.442], [-1.919, 0.465, -1.943], [-3.855, -1.489, -1.279], [1.246, 3.318, -0.723], [-2.247, 3.134, -0.788], [-0.111, -6.791, 1.165], [-1.362, 0.812, 7.881], [1.751, -3.412, 1.682], [-3.673, -1.284, -4.323], [-2.634, 1.144, -3.121], [1.725, -0.004, 7.221], [-0.005, 0.088, 5.556], [-1.413, -4.653, 1.295], [0.352, -3.435, 1.599], [0.407, -5.838, 1.310], [0.479, 0.007, -4.406], [-1.409, -1.531, -1.199], [-0.247, 1.151, -1.669], [0.133, -0.797, 2.921], [-1.172, 2.824, 0.582], [-1.933, 5.156, 0.672]]
}

***

(5)
{
  "formula": "C28H46F11N4O5",
  "method": "the ωB97M-V functional and the def2-TZVPD basis",
  "total_energy_ha": -2788.0297,
  "homo_energy_ev": -11.017,
  "gap_ev": 8.28,
  "total_charge": 1,
  "fmax_ev_per_a": 1.454,
  "symbols": ["C", "C", "H", "H", "H", "H", "C", "C", "H", "H", "O", "C", "H", "H", "H", "H", "F", "F", "H", "N", "H", "H", "C", "N", "N", "C", "H", "H", "F", "F", "F", "H", "C", "H", "H", "C", "C", "H", "C", "H", "C", "H", "H", "F", "H", "F", "H", "H", "H", "C", "H", "N", "H", "C", "H", "C", "H", "O", "H", "C", "C", "C", "C", "H", "C", "C", "H", "H", "H", "C", "C", "O", "H", "H", "H", "F", "C", "C", "H", "C", "F", "H", "C", "H", "H", "O", "F", "H", "F", "H", "C", "O", "H", "H"],
  "coordinates": [[2.462, -2.911, 1.587], [6.323, -0.436, 2.395], [-3.179, -0.942, 4.343], [-0.155, 3.108, -4.487], [-3.557, 7.485, -6.449], [4.247, 0.498, 3.135], [2.264, -3.736, -3.009], [-1.566, 4.751, -4.766], [-1.450, 2.796, -5.599], [0.926, -5.454, -1.314], [-3.540, -2.278, 2.776], [-2.059, 2.590, -3.548], [0.361, 2.806, -0.358], [3.241, -1.407, -3.328], [-2.247, 1.555, -3.823], [-2.218, 5.487, -6.710], [-5.157, -2.363, 4.356], [0.626, 2.328, 5.680], [4.872, -1.608, 1.434], [1.883, 0.577, 2.088], [-5.099, 7.149, -5.690], [-1.289, 0.638, -1.623], [2.661, -0.519, 2.289], [7.508, -1.109, 2.676], [0.921, -1.077, 1.027], [-2.631, 5.010, -5.824], [-3.077, 4.062, -6.132], [5.288, -2.209, 3.014], [-2.642, 1.147, 2.524], [-5.115, 2.131, 2.548], [0.199, 0.516, 4.560], [0.487, -3.399, 0.791], [-4.638, -2.962, 3.273], [3.070, 2.064, 2.941], [1.802, -0.706, -4.063], [-5.688, -3.219, 2.188], [2.057, 1.934, 2.587], [-1.129, 0.454, 0.601], [1.305, -3.861, 1.328], [-3.020, 3.095, -3.538], [1.756, -5.148, 0.642], [-0.745, 3.567, -2.172], [-4.503, 1.364, 4.280], [-6.145, -2.061, 1.679], [1.799, -1.053, -2.351], [-6.727, -3.883, 2.733], [3.334, -3.664, -3.223], [3.264, -3.037, 0.879], [1.924, -4.680, -3.415], [-4.250, 6.689, -6.179], [-1.972, 5.070, -3.814], [2.049, -1.503, 1.654], [2.670, -5.503, 1.114], [-3.693, 0.269, 2.583], [-0.676, 5.338, -4.964], [0.265, 1.742, -0.539], [0.906, -4.130, 2.300], [6.270, 0.753, 2.137], [2.885, -3.162, 2.553], [1.852, -5.072, -0.898], [-3.130, -1.003, 3.256], [5.089, -1.305, 2.450], [3.918, -0.532, 3.065], [8.299, -0.509, 2.472], [2.079, -3.685, -1.484], [2.148, -1.415, -3.321], [-4.595, 6.157, -7.063], [-5.259, -3.815, 1.380], [1.244, 1.345, -0.788], [-0.238, 1.039, 0.763], [-1.441, 2.735, -2.160], [1.617, -2.664, -3.660], [-2.067, -0.981, 3.009], [2.658, -5.727, -1.214], [-0.004, 1.268, -2.600], [-5.936, 0.305, 3.393], [0.835, 0.195, 1.293], [-4.819, 1.036, 3.285], [1.003, -5.891, 0.876], [1.046, 1.555, 4.689], [-4.190, -4.169, 3.675], [-0.498, 1.819, 1.467], [-0.645, 1.502, -1.752], [7.581, -1.944, 2.103], [1.915, 2.608, 1.756], [-3.660, 5.803, -5.246], [2.253, 1.057, 5.006], [2.950, -3.182, -1.076], [-4.031, -0.007, 1.308], [-2.230, 2.920, -1.441], [-1.222, 3.249, -4.641], [1.074, 2.278, 3.530], [3.738, -0.850, 4.084], [1.203, -3.071, -1.293]]
}